Here is one molecule with the formula C6H9N from the OMol25 dataset. Energies are from wB97M-V/def2-TZVPD.

Computed properties:
LUMO, eV: 0.716
Net charge: 0
ΔE to the lowest compared entry with this formula, charge and spin, kcal/mol: 118.9
F_max, eV/Å: 0.713
HOMO energy, eV: -7.9
E_tot, eV: -7853.004

CARTESIAN COORDINATES (ANGSTROEM)
C -1.42 -1.10 -0.10
C -0.75 0.25 -0.10
C 0.53 0.48 -0.30
C 2.25 -0.96 0.39
C 1.82 0.30 -0.33
C -1.18 2.55 -0.46
N -1.54 1.41 0.11
H -0.70 -1.90 0.07
H -1.99 -1.32 -1.01
H -2.12 -1.13 0.75
H 3.30 -1.16 0.18
H 1.66 -1.77 -0.07
H 2.04 -0.97 1.46
H 2.44 0.76 -1.10
H -1.95 3.29 -0.14
H -2.40 1.26 0.64